Below is a cluster of 4 separate species, C32H66BN8O7S in total at a distorted geometry, with properties calculated with wB97M-V/def2-TZVPD.

The calculation puts the highest occupied orbital energy at -11.162 eV. As for the net charge: +1.

Last column: Löwdin charge in e.
CARTESIAN COORDINATES (ANGSTROEM)
C1 8.180 0.262 2.905  -0.094
C2 6.712 0.013 3.363  -0.111
B1 5.756 0.337 2.167  -0.526
O1 6.212 1.050 1.129  0.198
N1 4.280 -0.127 2.147  0.164
C3 4.033 -1.503 1.701  -0.151
C4 4.561 -1.812 0.283  -0.366
S1 4.048 -0.545 -0.935  1.022
C5 5.480 -0.351 -1.907  -0.661
N2 6.705 -0.255 -1.502  0.046
N3 7.510 -0.154 -2.573  0.052
C6 6.759 -0.184 -3.629  -0.152
O2 5.491 -0.304 -3.252  0.050
C7 3.351 0.676 2.529  -0.209
N4 3.748 1.948 2.939  -0.030
C8 3.191 2.354 4.230  -0.198
N5 3.812 1.492 5.274  0.046
C9 3.715 2.981 1.862  -0.069
C10 2.543 3.939 1.837  -0.205
C11 2.351 4.998 2.692  -0.062
C12 1.270 5.823 2.583  -0.065
C13 0.352 5.641 1.581  -0.032
C14 0.529 4.602 0.698  -0.261
C15 -0.431 4.361 -0.461  -0.024
C16 1.609 3.767 0.840  -0.030
N6 1.987 0.289 2.597  -0.050
C17 1.636 -0.621 3.697  -0.183
N7 0.233 -0.986 3.693  -0.071
C18 -0.493 -0.340 4.806  -0.101
O3 1.479 -0.071 1.350  -0.106
C19 0.291 0.662 0.996  -0.161
C20 -0.962 -0.197 0.875  -0.205
N8 -1.884 0.422 -0.106  -0.045
C21 -3.270 0.385 0.407  -0.181
C22 -4.313 0.521 -0.729  -0.406
C23 -5.419 -0.542 -0.662  -0.045
O4 -4.893 1.828 -0.755  -0.055
H1 8.310 1.301 2.599  0.077
H2 8.396 -0.351 2.027  0.080
H3 8.885 0.067 3.714  0.078
H4 6.501 0.736 4.160  0.105
H5 6.629 -1.012 3.739  0.104
H6 5.490 1.491 0.661  0.087
H7 4.618 -2.146 2.371  0.146
H8 3.001 -1.824 1.786  0.115
H9 4.112 -2.760 -0.019  0.091
H10 5.647 -1.922 0.247  0.092
H11 7.114 -0.096 -4.641  0.144
H12 2.102 2.258 4.274  0.126
H13 3.525 3.368 4.431  0.116
H14 4.385 2.085 5.868  0.080
H15 3.056 1.214 5.896  0.064
H16 4.654 3.548 1.898  0.143
H17 3.727 2.463 0.896  0.116
H18 3.066 5.188 3.489  0.113
H19 1.136 6.654 3.266  0.117
H20 -0.494 6.309 1.467  0.125
H21 0.143 3.873 -1.253  0.082
H22 -0.701 5.342 -0.859  0.086
H23 -1.311 3.784 -0.178  0.076
H24 1.731 2.969 0.112  0.112
H25 1.846 -0.079 4.627  0.101
H26 2.244 -1.536 3.758  0.131
H27 0.189 -1.975 3.908  0.114
H28 -0.523 0.738 4.620  0.082
H29 -0.032 -0.552 5.781  0.082
H30 -1.521 -0.702 4.841  0.084
H31 0.483 1.082 -0.002  0.116
H32 0.177 1.493 1.694  0.127
H33 -0.767 -1.255 0.684  0.124
H34 -1.467 -0.156 1.850  0.089
H35 -1.653 1.413 -0.069  0.079
H36 -3.455 -0.551 0.941  0.109
H37 -3.465 1.205 1.115  0.126
H38 -3.753 0.410 -1.660  0.134
H39 -6.369 -0.136 -1.018  0.074
H40 -5.198 -1.381 -1.327  0.078
H41 -5.594 -0.923 0.350  0.078
H42 -5.606 1.828 -0.106  0.086
C24 -7.571 -3.704 -3.100  -0.062
C25 -8.435 -3.131 -1.987  -0.498
C26 -9.847 -3.692 -2.042  -0.068
O5 -8.475 -1.707 -2.094  -0.065
H43 -7.982 -3.444 -4.079  0.084
H44 -6.563 -3.289 -3.054  0.069
H45 -7.504 -4.791 -3.030  0.081
H46 -7.986 -3.361 -1.019  0.135
H47 -10.330 -3.434 -2.988  0.083
H48 -10.458 -3.267 -1.244  0.081
H49 -9.847 -4.778 -1.942  0.075
H50 -8.869 -1.486 -2.944  0.087
C27 -12.991 -7.170 -1.866  -0.064
C28 -13.002 -6.083 -2.931  -0.501
C29 -14.129 -6.299 -3.928  -0.064
O6 -11.748 -6.066 -3.615  -0.067
H51 -12.833 -8.152 -2.320  0.082
H52 -12.174 -7.007 -1.162  0.076
H53 -13.930 -7.191 -1.312  0.081
H54 -13.114 -5.107 -2.456  0.136
H55 -14.007 -7.254 -4.447  0.081
H56 -14.121 -5.518 -4.689  0.079
H57 -15.102 -6.295 -3.434  0.081
H58 -11.632 -6.921 -4.041  0.087
C30 10.757 2.642 -5.130  -0.064
C31 10.047 3.444 -4.050  -0.496
C32 8.702 2.826 -3.699  -0.077
O7 9.862 4.788 -4.492  -0.054
H59 10.164 2.624 -6.049  0.080
H60 11.716 3.099 -5.377  0.081
H61 10.933 1.614 -4.809  0.080
H62 10.672 3.491 -3.158  0.139
H63 8.043 2.814 -4.573  0.079
H64 8.201 3.416 -2.928  0.080
H65 8.819 1.806 -3.335  0.048
H66 9.312 4.767 -5.282  0.085